134
Properties=species:S:1:pos:R:3:forces:R:3:lowdin_charge:R:1 method="wB97M-V/def2-TZVPD" homo_lumo_gap_ev=7.0110 largest_force_ev_per_a=2.14 homo_energy_ha=-0.36062 lumo_energy_ev=-2.8 molar_mass_g_mol=976.5 total_charge=+1 e_tot_ev=-143902.8161
C 0.50404 -5.26404 2.35356 0.4 0.2 -0.4 0.18
C -0.03795 -4.19529 2.34094 -0.3 -0.2 0.5 -0.13
C -0.70900 -2.89450 2.38866 -0.1 -0.3 -0.7 -0.26
C -0.62691 -2.31134 0.96159 1.0 -0.5 -0.2 -0.46
S 1.15519 -2.19760 0.55802 0.0 0.1 0.1 1.05
C 1.29330 -0.54208 -0.17218 0.0 0.1 -0.2 -0.34
C 0.61573 0.48297 0.68486 -0.5 0.2 0.0 -0.55
O -0.57186 0.66525 0.57687 -0.4 0.1 0.0 0.10
O 1.34328 1.14143 1.59325 0.5 0.0 0.1 0.02
C 1.87872 2.39643 1.10397 -0.1 -0.1 0.1 -0.08
C 0.84888 3.49362 1.02964 0.1 0.7 -0.4 -0.33
C 1.25365 4.52949 -0.02908 0.0 -0.2 0.3 -0.01
O 0.72134 4.11270 2.32377 -0.2 -0.1 -0.1 0.01
C -0.58582 4.22695 2.73905 0.0 0.0 0.0 -0.53
O -1.12368 3.34915 3.34783 0.1 -0.1 0.0 0.14
C -1.26900 5.51757 2.39106 -0.1 -0.1 0.3 -0.41
S -2.00830 5.53862 0.72408 0.0 0.3 -0.4 0.77
N -1.23630 -3.30670 0.06257 -1.1 1.2 0.0 -0.02
C -1.30284 -2.90364 -1.36063 0.1 -0.4 -0.3 -0.13
C -2.22386 -1.71907 -1.66764 -0.2 -0.4 -0.1 -0.15
C -2.30419 -1.52700 -3.19519 0.0 0.2 0.3 -0.13
C -1.93151 -0.12462 -3.71144 0.1 -0.5 -0.1 -0.17
O -1.08387 0.60375 -2.81422 -0.4 0.3 0.1 -0.05
C -1.65250 1.81746 -2.44961 0.1 0.3 -0.3 -0.50
C -2.92029 1.78094 -1.64223 -0.1 -0.3 -0.3 0.03
O -1.14341 2.83876 -2.79820 0.3 0.0 0.2 0.15
C -2.45976 -3.68769 0.53553 0.8 0.1 0.0 -0.31
N -3.07759 -4.76389 0.04335 -0.2 0.0 -0.2 0.24
N -3.00179 -2.96069 1.54675 -0.4 -1.7 0.6 0.08
C -4.46357 -3.08520 1.72115 -0.4 -0.5 -0.4 -0.10
C -5.27298 -2.80585 0.46383 0.3 0.4 -0.2 -0.41
C -5.51486 -1.34577 0.15874 -0.2 -0.2 0.2 -0.03
N -5.75850 -3.75569 -0.21619 0.0 0.0 0.1 0.15
C -2.19735 -2.86450 2.82366 0.2 1.9 0.9 -0.31
C -2.40817 -1.42522 3.35002 0.2 0.0 -0.5 0.01
C -2.67695 -3.87703 3.91676 -0.3 -0.2 -0.1 -0.28
C -3.81507 -3.34034 4.80672 0.1 -0.5 -0.1 -0.06
C -1.61434 -4.44131 4.87544 0.1 0.2 0.2 -0.21
C -0.77464 -3.43506 5.67705 -0.2 -0.6 0.1 -0.07
H 1.09349 -6.16135 2.31228 -0.1 -0.3 0.1 0.01
H -0.12208 -2.22081 3.00239 -0.1 0.0 0.3 0.14
H -1.07583 -1.32781 0.88483 -0.2 0.1 0.0 0.09
H 2.35654 -0.34122 -0.25538 0.2 -0.1 0.0 0.09
H 0.83814 -0.50610 -1.15794 0.0 0.0 -0.1 0.08
H 2.31892 2.25065 0.11678 0.0 -0.2 -0.1 0.13
H 2.66141 2.67346 1.80034 0.1 0.0 0.1 0.15
H -0.12320 3.09022 0.75919 0.0 -0.3 0.0 0.11
H 2.32526 4.50952 -0.22090 0.1 0.1 0.1 0.09
H 0.96873 5.51882 0.31221 0.0 0.2 -0.1 0.07
H 0.73704 4.32129 -0.96153 0.0 0.0 -0.1 0.06
H -2.07438 5.65437 3.10234 -0.1 0.0 0.1 0.08
H -0.59103 6.36479 2.44114 0.2 0.0 -0.2 0.04
H -1.90005 4.26455 0.32960 0.0 -0.1 0.3 -0.17
H -1.65824 -3.75903 -1.93411 0.1 -0.2 0.0 0.12
H -0.29096 -2.71392 -1.70744 0.2 0.0 0.1 0.11
H -1.89907 -0.81538 -1.16542 0.2 0.1 0.1 0.09
H -3.21785 -1.96022 -1.29106 -0.1 0.0 0.1 0.09
H -3.31491 -1.73654 -3.53764 -0.1 -0.1 -0.1 0.12
H -1.67231 -2.27559 -3.66942 0.2 0.0 -0.1 0.11
H -1.39296 -0.23956 -4.64762 0.1 0.1 -0.1 0.13
H -2.82354 0.45029 -3.94670 -0.1 0.1 0.1 0.12
H -3.41940 2.73734 -1.73760 -0.1 0.1 0.0 0.10
H -3.57547 0.98583 -1.98894 -0.1 -0.1 0.0 0.08
H -2.70710 1.59391 -0.59757 0.3 -0.1 0.3 0.08
H -3.32073 -4.90752 -0.92051 0.4 -0.1 -0.1 0.13
H -3.42948 -5.43844 0.70265 -0.7 0.3 0.0 0.14
H -4.79213 -2.32422 2.41669 0.3 0.0 0.3 0.11
H -4.75925 -4.06081 2.09984 0.0 -0.1 0.1 0.13
H -6.52616 -1.11106 0.49005 -0.1 0.1 0.0 0.10
H -4.83939 -0.69081 0.70094 0.2 0.1 -0.1 0.08
H -5.47539 -1.16011 -0.90990 0.1 0.1 -0.1 0.07
H -6.30527 -3.37211 -0.98899 -0.1 -0.1 0.0 0.07
H -2.01675 -1.32114 4.35389 -0.1 0.0 0.2 0.09
H -1.86807 -0.71399 2.72921 0.0 0.1 -0.1 0.09
H -3.45041 -1.12495 3.33642 -0.1 0.0 0.2 0.09
H -3.11661 -4.73547 3.40077 0.2 -0.2 -0.2 0.13
H -3.46115 -2.60587 5.52069 -0.1 0.3 0.0 0.08
H -4.67976 -2.98446 4.26033 0.0 0.3 0.1 0.06
H -4.16055 -4.18787 5.39398 -0.1 -0.1 0.1 0.09
H -2.17307 -5.02272 5.60694 -0.1 -0.1 0.0 0.11
H -0.97026 -5.15586 4.39283 0.1 0.0 -0.3 0.08
H -1.31607 -3.11623 6.56301 -0.1 0.4 0.0 0.08
H 0.10307 -3.95589 6.04960 0.2 0.0 0.0 0.08
H -0.43479 -2.57648 5.11245 0.1 0.2 0.0 0.06
C 3.80259 -7.95523 4.42813 0.0 0.0 0.1 -0.25
S 3.36134 -8.22983 2.71286 0.0 0.1 -0.1 0.81
O 1.89056 -7.95975 2.59427 0.0 0.0 0.1 -0.58
C 3.55293 -10.00888 2.73411 0.0 -0.1 0.0 -0.25
H 3.70929 -6.88997 4.62922 0.0 0.0 0.0 0.05
H 3.12581 -8.51601 5.07258 0.0 0.0 0.0 0.06
H 4.83468 -8.26788 4.58221 0.0 0.0 0.0 0.06
H 2.89309 -10.43576 3.48898 0.0 0.0 0.0 0.06
H 4.59420 -10.24820 2.94605 0.0 0.0 0.0 0.06
H 3.28387 -10.38425 1.74961 0.0 0.0 0.0 0.05
C 1.84051 9.87500 0.47218 0.2 -0.1 0.0 -0.26
S 0.32810 9.44178 1.33346 0.0 0.1 -0.1 0.83
O 0.43674 7.99544 1.68954 0.0 0.0 0.0 -0.57
C -0.71738 9.53820 -0.11736 -0.1 -0.1 -0.2 -0.26
H 2.65756 9.82924 1.18961 0.0 0.0 0.0 0.05
H 2.00403 9.16180 -0.33700 -0.1 0.0 0.0 0.04
H 1.75072 10.88844 0.08175 0.0 0.0 0.0 0.06
H -0.32451 8.86417 -0.87950 0.0 0.0 0.0 0.02
H -0.73132 10.56439 -0.48576 0.0 0.0 0.1 0.06
H -1.72581 9.24115 0.16621 0.0 0.0 0.1 0.05
C 7.92552 -5.99415 0.24831 0.1 0.0 -0.1 -0.27
S 6.48652 -6.29152 1.27984 0.0 0.0 0.1 0.79
O 6.51146 -7.73134 1.65416 0.0 0.0 0.0 -0.57
C 5.27033 -6.10927 -0.03095 0.0 0.0 -0.1 -0.27
H 8.80881 -6.10598 0.87296 0.0 0.0 0.0 0.05
H 7.94954 -6.72376 -0.56069 0.0 0.0 0.0 0.06
H 7.88271 -4.97987 -0.14814 0.0 0.0 0.0 0.05
H 5.47751 -6.83040 -0.82158 0.0 0.0 0.0 0.06
H 5.30872 -5.09126 -0.41903 0.0 0.0 0.0 0.05
H 4.28950 -6.30252 0.39843 0.0 0.0 0.0 0.03
C 2.89231 6.57858 -3.65903 0.1 -0.1 0.0 -0.26
S 1.20899 7.19964 -3.62021 -0.1 0.0 -0.1 0.83
O 0.96715 7.67918 -2.22522 0.1 0.0 0.1 -0.57
C 0.41672 5.60024 -3.76331 0.0 -0.1 0.0 -0.27
H 3.56442 7.42388 -3.52470 0.0 0.0 0.0 0.05
H 3.03414 5.86061 -2.85059 0.0 0.0 0.0 0.05
H 3.06888 6.11333 -4.62855 0.0 0.0 0.0 0.04
H 0.72908 4.96337 -2.93729 0.0 0.1 0.0 0.03
H 0.68367 5.15837 -4.72013 0.0 0.1 0.0 0.03
H -0.65922 5.75390 -3.71807 0.0 0.0 0.0 0.06
C 2.86180 6.96126 -8.56355 0.1 0.0 0.0 -0.27
S 1.16786 6.50853 -8.18050 0.0 0.1 0.0 0.83
O 1.14296 6.11647 -6.74300 0.1 -0.1 0.0 -0.57
C 1.15233 4.98636 -9.13243 0.0 -0.1 0.0 -0.27
H 3.08909 7.87657 -8.02148 0.0 0.0 0.0 0.05
H 3.53320 6.16408 -8.24470 0.0 0.0 0.0 0.06
H 2.95532 7.13779 -9.63471 0.0 0.0 0.0 0.06
H 1.94098 4.32476 -8.77449 0.0 0.0 0.0 0.06
H 1.29505 5.21962 -10.18727 0.0 0.0 0.0 0.06
H 0.18143 4.51721 -8.99000 0.0 0.0 0.0 0.05

***

53
Properties=species:S:1:pos:R:3:forces:R:3:lowdin_charge:R:1 method="wB97M-V/def2-TZVPD" homo_lumo_gap_ev=9.1135 largest_force_ev_per_a=0.88 homo_energy_ha=-0.42390 lumo_energy_ev=-2.4 smiles="NS(=O)(=O)c1ccc(CC[NH2+]Cc2cc(Br)ccc2OCc2ccccc2F)cc1" molar_mass_g_mol=494.4 total_charge=+1 e_tot_ev=-115899.4300
N 0.04822 -3.04311 -3.65559 0.5 0.7 0.2 -0.04
S 1.12707 -1.84554 -3.22390 -0.4 -0.3 0.1 0.63
O 1.81961 -2.28168 -2.04067 -0.1 -0.3 -0.1 -0.30
O 1.89062 -1.40968 -4.34860 -0.2 0.1 -0.1 -0.27
C 0.06110 -0.51077 -2.69812 0.2 -0.4 -0.2 -0.26
C -1.22320 -0.73127 -2.24524 -0.2 0.0 0.0 -0.04
C -1.94877 0.32952 -1.72546 0.2 0.1 -0.1 -0.01
C -1.38593 1.59873 -1.65008 -0.1 0.1 -0.2 -0.24
C -2.11858 2.73174 -0.97570 0.1 -0.2 0.0 -0.11
C -1.96758 2.63230 0.54726 -0.6 0.2 -0.2 -0.11
N -0.55145 2.36627 0.88145 0.1 -0.1 -0.1 0.04
C -0.19801 2.29636 2.32155 0.3 -0.1 0.6 -0.06
C 1.25096 1.90643 2.45411 -0.1 -0.2 -0.3 -0.14
C 2.13574 2.67829 3.18658 0.2 -0.1 0.0 -0.07
C 3.46018 2.28594 3.31539 0.2 0.1 0.1 -0.67
Br 4.65467 3.35808 4.33175 -0.2 -0.2 -0.2 0.77
C 3.91118 1.12916 2.70082 0.0 0.3 0.2 -0.09
C 3.03684 0.35607 1.95813 -0.3 -0.1 -0.2 0.01
C 1.70488 0.73125 1.82999 0.3 0.2 0.2 -0.21
O 0.77598 0.03855 1.10286 0.1 0.2 0.1 -0.08
C 1.01440 -1.33976 0.82723 0.2 -0.4 -0.1 -0.09
C -0.26846 -2.08393 0.56462 -0.1 0.3 0.1 -0.12
C -0.17292 -3.36575 0.02672 -0.1 0.1 0.1 -0.04
C -1.30005 -4.12642 -0.21726 0.0 -0.1 0.0 -0.07
C -2.55943 -3.62749 0.07797 0.0 0.0 0.0 -0.06
C -2.68223 -2.35926 0.61191 0.1 0.2 0.1 -0.01
C -1.54081 -1.61405 0.84467 0.0 -0.2 0.0 -0.22
F -1.71317 -0.35678 1.35084 -0.2 -0.1 0.0 0.04
C -0.09785 1.80366 -2.14026 -0.1 -0.2 0.0 -0.03
C 0.62614 0.74898 -2.66686 0.2 0.1 0.0 -0.03
H 0.28138 -3.93027 -3.23929 0.1 -0.1 0.2 0.07
H -0.03771 -3.12137 -4.65681 0.0 0.1 -0.3 0.08
H -1.64295 -1.72201 -2.30326 -0.1 -0.1 0.0 0.11
H -2.95678 0.16948 -1.37463 -0.1 -0.1 0.1 0.13
H -3.17936 2.70101 -1.22200 0.0 0.1 0.0 0.13
H -1.72220 3.68598 -1.32629 0.0 0.0 0.0 0.12
H -2.28584 3.55940 1.02717 0.1 -0.1 0.1 0.14
H -2.56172 1.80756 0.94027 0.1 0.0 0.0 0.13
H 0.04428 3.05998 0.41721 0.0 -0.2 0.1 0.19
H -0.29545 1.42856 0.50675 0.0 0.3 -0.1 0.13
H -0.83493 1.53354 2.77663 -0.1 0.1 -0.2 0.15
H -0.38870 3.25756 2.80065 -0.1 -0.1 -0.1 0.14
H 1.79509 3.57809 3.67467 -0.1 0.1 0.0 0.11
H 4.94310 0.83206 2.79735 0.1 0.0 0.0 0.11
H 3.40438 -0.53183 1.47061 0.0 -0.1 -0.1 0.12
H 1.65732 -1.44772 -0.05563 -0.1 0.1 0.3 0.11
H 1.51156 -1.80213 1.68927 0.0 0.1 -0.1 0.15
H 0.80729 -3.74878 -0.20664 0.1 -0.1 0.0 0.12
H -1.19877 -5.11757 -0.63028 0.0 -0.1 0.0 0.11
H -3.44062 -4.22165 -0.10349 -0.1 -0.1 0.0 0.11
H -3.64555 -1.94252 0.85996 -0.1 0.1 0.0 0.12
H 0.33570 2.79373 -2.12972 0.1 0.1 0.0 0.12
H 1.62136 0.88307 -3.05861 0.1 0.1 -0.1 0.13

***

55
Properties=species:S:1:pos:R:3:forces:R:3:lowdin_charge:R:1 method="wB97M-V/def2-TZVPD" homo_lumo_gap_ev=9.1540 largest_force_ev_per_a=1.25 homo_energy_ha=-0.34421 lumo_energy_ev=-0.2 molar_mass_g_mol=307.3 e_tot_ev=-32858.3401
C -0.25946 -1.97637 0.38497 -1.2 0.3 0.2 -0.10
N -0.62783 -0.88302 1.30922 0.2 -0.5 0.1 -0.10
C 0.72735 1.08870 0.49247 -0.5 -0.6 0.6 -0.03
C 0.49644 0.03942 1.60319 -0.4 0.4 -0.5 -0.42
C 1.78136 -0.71246 1.88730 0.2 0.0 0.6 -0.06
H 0.21532 -1.61210 -0.51921 0.6 0.0 -0.2 0.06
H -1.18964 -2.46418 0.07568 0.1 -0.1 0.1 0.07
H 0.33183 -2.71414 0.91891 0.2 0.0 -0.3 0.08
H -1.43978 -0.39450 0.93826 0.4 0.1 0.0 0.06
H 1.57246 1.69974 0.77943 0.1 0.2 -0.2 0.06
H -0.15147 1.71224 0.34757 -0.1 0.1 0.1 0.05
H 0.94243 0.59462 -0.44782 0.2 -0.1 -0.2 0.06
H 0.19979 0.56247 2.51779 0.1 0.1 0.0 0.12
H 2.51222 -0.02399 2.32322 -0.1 0.0 -0.2 0.08
H 2.24024 -1.15345 1.00313 -0.1 0.0 -0.1 0.07
H 1.60736 -1.48698 2.64115 0.0 -0.1 -0.1 0.08
H -4.13550 0.15815 0.00730 -0.2 -0.2 0.0 0.09
H -3.24388 1.38519 -0.20824 0.1 0.0 -0.2 0.06
O -3.28686 0.53444 0.25244 -0.1 0.1 -0.3 -0.03
H 0.78461 -1.62830 -3.43662 0.2 0.7 0.3 0.04
H 0.09520 -0.39697 -2.81629 0.2 0.1 -0.1 0.00
O 0.98557 -0.72848 -3.08074 -0.3 -0.6 -0.3 -0.10
H -1.98049 2.73034 1.75884 0.3 0.5 0.1 0.02
H -1.05849 4.00276 1.66563 -0.1 -0.1 -0.1 0.07
O -1.71965 3.49434 1.18142 -0.2 -0.2 0.1 -0.07
H -1.51584 1.16078 -2.18391 0.0 -0.6 0.1 0.02
H -1.66202 -0.26826 -1.59681 -0.2 0.0 0.4 0.03
O -1.41606 0.20167 -2.39355 -0.1 0.6 -0.2 -0.05
H -1.77597 3.08653 -0.48883 0.3 0.0 -0.6 0.02
H -2.27239 3.47298 -1.92910 0.2 -0.2 0.1 0.07
O -1.79332 2.78623 -1.44445 -0.4 0.3 0.6 -0.08
H 1.60323 1.45840 -3.06727 0.1 0.4 0.3 0.05
H 0.98807 2.54827 -2.14811 0.1 -0.1 -0.1 0.04
O 1.80979 2.28594 -2.58569 -0.5 -0.3 -0.5 -0.04
H -1.97011 0.69347 3.02338 0.1 0.0 0.1 0.05
H -2.96801 0.97815 1.89037 -0.1 -0.2 0.0 0.00
O -2.54311 1.37825 2.66504 0.0 0.2 0.3 -0.05
H -0.61153 -3.21016 3.51614 -0.4 0.2 0.0 0.06
H -1.28146 -1.99450 2.81591 0.2 -0.4 0.0 0.02
O -1.48130 -2.81685 3.33566 0.5 0.4 -0.1 -0.08
H 3.78472 -1.37400 -2.05271 0.0 0.0 0.2 0.06
H 2.30641 -0.96029 -1.99377 0.2 0.0 0.3 0.00
O 3.10199 -1.11101 -1.42209 -0.1 -0.1 -0.4 -0.08
H -0.63973 -3.39595 -2.66196 0.0 0.0 0.0 0.05
H 0.34259 -4.14537 -3.56532 0.0 -0.1 0.0 0.06
O -0.08052 -3.29181 -3.43897 -0.1 0.0 -0.1 -0.03
H 2.98427 2.45465 2.07538 0.0 0.1 -0.1 0.00
H 3.90691 1.95567 0.92459 -0.2 0.2 0.2 -0.01
O 3.87956 2.16750 1.88606 0.3 -0.1 0.1 -0.09
H -3.42246 -4.57364 1.57556 0.0 0.0 0.1 0.02
H -2.21294 -3.71149 2.01781 -0.3 -0.4 -0.3 -0.02
O -2.59821 -4.20377 1.25321 0.2 0.3 0.1 -0.10
H 3.55630 0.58331 -0.88021 0.0 0.9 0.0 0.02
H 3.07402 1.99236 -1.38586 0.2 -0.4 0.2 0.01
O 3.66724 1.55913 -0.73892 0.2 -0.6 -0.2 -0.10

***

21
Properties=species:S:1:pos:R:3:forces:R:3:lowdin_spin:R:1 method="wB97M-V/def2-TZVPD" homo_lumo_gap_ev="7.8388 / 8.8794" largest_force_ev_per_a=4.46 homo_energy_ha="-0.26670 / -0.32859" lumo_energy_ev="0.6 / -0.1" molar_mass_g_mol=120.2 spin_multiplicity=2 e_tot_ev=-17732.7955
C -0.71212 0.46392 -1.07184 -1.6 0.0 0.2 0.00
C 0.37570 -0.24975 -1.75013 0.9 -0.4 -1.1 0.00
C 0.89781 -1.48045 -1.63332 -1.4 1.7 -0.6 0.00
C 2.26806 0.59500 2.29111 -0.2 -0.7 0.9 0.61
S 2.16415 0.31128 0.63735 1.9 2.5 0.3 0.14
C 3.49164 2.06797 0.52178 -4.3 -1.1 -0.3 0.15
N -5.95180 -2.02876 0.47992 0.2 0.3 -1.2 0.00
H -1.48469 -0.24540 -0.70593 0.5 0.5 0.3 0.00
H -1.23778 1.12263 -1.77022 0.0 -0.3 -0.3 0.00
H -0.38845 1.19425 -0.32767 0.2 -0.5 0.4 0.00
H 0.81739 0.32678 -2.56087 0.2 0.2 0.1 0.00
H 0.45172 -2.19231 -0.95360 0.5 -0.4 0.0 0.00
H 1.62913 -1.63552 -2.41493 0.2 -1.0 0.5 0.00
H 1.41115 0.58581 2.93682 -0.4 -0.1 0.1 0.04
H 3.23070 0.64183 2.78443 0.1 0.1 0.0 0.03
H 2.81313 2.70770 1.10605 0.6 -0.2 -0.1 0.01
H 3.34651 2.38677 -0.51696 1.5 -0.4 0.2 0.01
H 4.24614 1.64706 1.14163 1.2 0.1 -0.6 0.00
H -6.15843 -2.99941 0.61077 -0.2 0.1 0.6 0.00
H -6.14838 -1.32482 1.16306 -0.1 -0.4 0.5 0.00
H -5.06159 -1.89460 0.03255 0.0 0.0 0.1 0.00

***

12
Properties=species:S:1:pos:R:3:forces:R:3:lowdin_charge:R:1 method="wB97M-V/def2-TZVPD" homo_lumo_gap_ev=10.4638 largest_force_ev_per_a=4.95 homo_energy_ha=-0.35484 lumo_energy_ev=0.8 smiles="O=CNN1CC1" molar_mass_g_mol=86.1 e_tot_ev=-8231.8425
O 2.68571 -0.13825 0.07879 -4.0 2.8 -1.0 -0.04
C 1.55433 0.44318 -0.10123 1.9 -1.1 1.2 -0.31
N 0.42447 -0.35864 -0.24394 1.8 -2.9 2.2 -0.02
N -0.86170 -0.25918 0.64005 1.1 2.1 -0.7 -0.05
C -2.02168 -0.53899 -0.24444 2.7 -3.3 -2.2 -0.19
C -1.68684 0.86466 -0.05022 0.2 -2.1 0.6 -0.12
H 1.30822 1.50876 -0.11912 0.9 0.3 -0.1 0.12
H 1.10638 -1.16784 0.13768 -3.1 0.4 -1.0 0.17
H -2.84599 -0.97845 0.30769 0.0 0.1 -0.2 0.10
H -1.51517 -1.23020 -1.09925 -2.1 2.0 1.5 0.15
H -2.43227 1.34747 0.54034 0.3 0.8 0.5 0.09
H -1.12117 1.33786 -0.79506 0.3 0.9 -0.8 0.08